88
Properties=species:S:1:pos:R:3:lowdin_charge:R:1 method="wB97M-V/def2-TZVPD" spin_multiplicity=5 e_lumo_ev="-0.20 / -0.30" charge=0 fmax_ev_per_a=1.68
Fe -0.228 -0.127 -0.160 0.73
Cl 3.353 -3.862 -4.942 0.67
Cl 4.003 0.864 -2.442 0.69
O 1.475 0.126 -1.051 -0.20
N -2.042 -0.376 0.136 0.01
N 0.658 -0.931 1.803 0.13
N -0.042 -2.008 -1.514 0.09
N 0.054 1.609 1.254 0.10
C -1.557 -2.381 2.973 -0.04
C 0.781 -2.340 1.987 -0.20
C -2.954 0.046 -2.059 -0.19
C 0.442 1.350 2.409 -0.24
C -2.006 0.971 -2.489 -0.05
C 1.959 -2.969 1.574 -0.21
C -6.979 -0.860 1.124 -0.10
C -3.069 -0.286 -0.586 -0.35
C -2.611 2.757 1.058 -0.03
C -0.305 -3.068 2.481 -0.20
C 3.036 -0.553 -2.698 -0.59
C 1.550 -2.892 -3.119 -0.17
C 2.761 -2.666 -3.819 -0.61
C -0.767 -3.081 -1.652 -0.11
C 1.114 -1.897 -2.221 -0.13
C -5.561 0.186 -0.517 -0.04
C -4.455 -0.510 -0.031 -0.17
C 1.168 -0.453 4.131 0.00
C -4.630 -1.383 1.039 -0.03
C -0.401 -4.143 -2.504 -0.04
C 2.018 -4.356 1.616 -0.05
C -2.534 0.504 -4.787 -0.09
C -0.343 5.473 -0.322 -0.08
C -0.201 -4.456 2.514 -0.05
C -1.364 3.488 0.611 -0.21
C 3.476 -1.528 -3.616 -0.13
C 0.571 2.371 3.501 0.01
C -6.814 0.018 0.061 -0.08
C 0.738 -0.106 2.736 -0.24
C -0.093 2.944 0.771 -0.20
C -5.881 -1.561 1.613 -0.08
C -1.798 1.204 -3.840 -0.07
C 0.747 -4.047 -3.233 -0.02
C 1.875 -0.701 -1.970 -0.40
C 2.433 3.024 0.552 -0.03
C 0.944 -5.102 2.075 -0.08
C 1.063 3.640 0.393 -0.20
C 3.153 -2.146 1.170 -0.01
C -3.704 -0.634 -3.016 -0.04
C 0.914 4.909 -0.148 -0.05
C -1.468 4.762 0.056 -0.05
C -3.487 -0.417 -4.373 -0.08
H -0.442 6.465 -0.750 0.10
H 1.005 -6.183 2.105 0.10
H -4.449 -1.355 -2.697 0.12
H 0.364 -0.270 4.849 0.09
H -2.455 5.195 -0.075 0.12
H -3.761 -1.919 1.409 0.08
H -1.450 -2.076 4.020 0.08
H 2.887 -1.381 0.447 0.06
H -4.063 -0.971 -5.106 0.10
H 3.566 -1.618 2.037 0.09
H 1.801 5.459 -0.444 0.11
H -0.031 2.074 4.364 0.09
H -5.434 0.879 -1.341 0.11
H -1.786 -1.492 2.380 0.04
H -2.389 1.784 1.495 0.06
H -3.155 3.356 1.792 0.09
H 2.784 3.098 1.588 0.08
H -3.283 2.587 0.214 0.08
H -1.444 1.535 -1.751 0.09
H 1.454 -1.500 4.188 0.09
H -6.001 -2.244 2.447 0.10
H -1.684 -3.115 -1.069 0.11
H 2.430 1.972 0.266 0.05
H 2.018 0.164 4.429 0.09
H 0.234 3.343 3.151 0.09
H 2.927 -4.853 1.292 0.11
H -1.040 -5.034 2.887 0.11
H 4.404 -1.370 -4.150 0.11
H -1.063 1.937 -4.154 0.11
H 1.048 -4.841 -3.903 0.09
H -7.957 -0.999 1.569 0.10
H 1.606 2.462 3.843 0.09
H -2.371 0.681 -5.844 0.10
H -7.664 0.573 -0.320 0.10
H -2.408 -3.062 2.923 0.07
H 3.938 -2.775 0.753 0.08
H 3.155 3.543 -0.076 0.08
H -1.035 -5.018 -2.578 0.11